Record 1
The following is a quantum chemistry calculation of a molecular structure, C44H37BrF4N5PW, from OMol25.

Structure (XYZ):
```
93
Properties=species:S:1:pos:R:3
W 0.11348 0.62012 -0.07739
C -2.70200 6.68949 -1.81532
C -2.28416 5.44686 -1.08294
C -1.62252 5.51179 0.14201
C -1.20084 4.36846 0.79334
C -1.45995 3.11329 0.25122
N -0.89507 1.95132 0.85853
C -0.97008 1.83295 2.27243
C -2.21708 1.87295 2.89233
C -2.33087 1.70410 4.25440
C -1.20498 1.46087 5.04667
C -1.33826 1.25779 6.52739
C 0.03489 1.40853 4.42700
C 0.16198 1.60646 3.05552
N 1.47468 1.60361 2.49534
C 2.61954 1.98800 3.09371
C 3.64188 1.86172 2.18017
C 3.02878 1.41229 1.01392
N 1.71812 1.25588 1.20864
C -2.14971 3.03603 -0.95584
C -2.53778 4.19263 -1.62112
N -2.53338 1.77421 -1.48762
C -3.65937 1.50889 -2.17861
C -3.67322 0.16523 -2.46434
C -2.50958 -0.33191 -1.88476
N -1.80947 0.64313 -1.30031
H -2.53860 7.57756 -1.20879
H -3.75849 6.65086 -2.08189
H -2.13225 6.80446 -2.73875
H -1.41620 6.47801 0.58466
H -0.66829 4.43759 1.73342
H -3.09581 2.04153 2.28186
H -3.30940 1.74051 4.71711
H -1.61558 2.19231 7.01800
H -0.40570 0.91022 6.96885
H -2.11789 0.52980 6.75244
H 0.91644 1.19057 5.01665
H 2.61885 2.35583 4.10543
H 4.68293 2.08515 2.33224
H 3.47257 1.17269 0.06080
H -3.04379 4.11210 -2.57578
H -4.37675 2.28532 -2.38172
H -4.43240 -0.38629 -2.99045
H -2.16602 -1.35120 -1.86259
F -0.49866 1.90101 -6.80896
C -0.25049 1.17679 -5.73943
C -0.60541 -0.15727 -5.69389
F -1.19986 -0.71577 -6.72800
C -0.34880 -0.91549 -4.55151
F -0.74922 -2.18117 -4.58223
C 0.26072 -0.37193 -3.43486
P 0.63484 -1.21804 -1.85097
C 0.04496 -2.92110 -1.87920
C -0.99543 -3.34185 -1.05529
C -1.41810 -4.66279 -1.09716
C -0.79367 -5.56496 -1.94462
C 0.26550 -5.15521 -2.74721
C 0.68894 -3.83983 -2.71189
C 2.44851 -1.35118 -1.89986
C 3.10822 -1.69778 -0.71898
C 4.48720 -1.84451 -0.71281
C 5.21500 -1.64782 -1.87848
C 4.56168 -1.30686 -3.05506
C 3.18233 -1.15715 -3.06908
C 0.58440 0.98159 -3.51526
Br 1.35698 1.86725 -1.99091
C 0.35407 1.75536 -4.62647
F 0.67545 3.04102 -4.64916
H -1.45922 -2.65575 -0.35887
H -2.22785 -4.98802 -0.45745
H -1.12461 -6.59463 -1.97417
H 0.76109 -5.86283 -3.39824
H 1.51929 -3.52886 -3.33432
H 2.54688 -1.86695 0.19141
H 4.99254 -2.12189 0.20353
H 6.29025 -1.76747 -1.87288
H 5.12458 -1.16245 -3.96775
H 2.69034 -0.89778 -3.99874
C 0.16636 -2.50522 4.22715
C 0.45478 -3.06434 2.82585
C 1.92086 -3.52795 2.73837
C -0.48060 -4.23916 2.51731
C 0.29002 -1.98515 1.84753
C 0.22203 -1.00225 1.12174
H 0.29871 -3.29662 4.96654
H -0.85741 -2.13466 4.29796
H 0.84834 -1.68761 4.46631
H 2.08613 -4.32294 3.46709
H 2.60530 -2.70855 2.96463
H 2.15083 -3.92358 1.74781
H -0.35403 -5.01346 3.27516
H -0.25738 -4.67319 1.54229
H -1.52499 -3.92266 2.52719
```

Its HOMO energy (alpha / beta) is -0.4728 / -0.4793 hartree. The value obtained for the HOMO-LUMO gap (alpha / beta) is 6.439 / 6.613 eV. As for the charge: +2. The total energy is -5354.03461 hartree.

Mulliken population analysis, charges in e, atoms 1 to 6:
1 W 0.74
2 C -1.44
3 C 0.37
4 C -1.25
5 C -0.71
6 C 0.61

=====

Record 2
The following is a quantum chemistry calculation of a gas-phase ion, CH2BrN2 (charge +1) in a non-equilibrium geometry, from OMol25.

Structure (XYZ):
```
6
Properties=species:S:1:pos:R:3
Br -2.24422 0.34517 -0.11669
C -0.25264 -0.02078 0.42368
N 0.80549 -1.12738 0.12640
N 0.78310 -0.07252 -0.52323
H -0.23717 0.60608 1.39509
H 1.14543 0.26942 -1.30526
```

Its HOMO energy is -0.5879 hartree. The value obtained for the HOMO-LUMO gap is 8.107 eV. The structure (SMILES) is Br[C@H]1N=[NH+]1. As for the charge: +1. The total energy is -2722.36469 hartree.

List of natural (NBO) charges in e, atom by atom:
1 Br 0.16
2 C -0.01
3 N 0.24
4 N -0.13
5 H 0.29
6 H 0.45

=====

Record 3
The following is a quantum chemistry calculation of a single CH6SSi molecule in a non-equilibrium geometry, from OMol25.

Structure (XYZ):
```
9
Properties=species:S:1:pos:R:3
Si 0.04281 0.33843 -1.07855
C -0.57268 -0.12334 0.66110
S 0.76696 0.15475 1.80684
H 0.53695 1.61025 -0.79388
H 1.14207 -0.62762 -1.61482
H -1.05070 -0.02380 -1.98095
H -1.40957 0.63021 0.96015
H -0.86602 -1.08453 0.86194
H 1.41017 -0.87437 1.17816
```

Its HOMO energy is -0.3257 hartree. The value obtained for the HOMO-LUMO gap is 9.712 eV. The structure (SMILES) is [SiH3]CS. The total energy is -729.32161 hartree.

natural (NBO) population analysis, charges in e, atoms 1 to 6:
1 Si 0.88
2 C -0.96
3 S -0.02
4 H -0.16
5 H -0.16
6 H -0.17